Molecular formula: C16H20F10N2O8S2
Method: DFT, ωB97M-V/def2-TZVPD

```
58
Properties=species:S:1:pos:R:3:forces:R:3:nbo_charge:R:1
C -0.290033 -1.998404 1.981751 0.95 0.47 0.12 -0.400
C 0.498336 -0.847010 2.312262 -0.07 0.08 -0.26 -0.196
C 2.037662 -0.869877 2.517441 -1.43 -2.04 1.65 -0.315
N 2.607999 0.156172 3.429917 -1.26 -0.30 0.82 -0.453
N 3.059704 1.329946 2.797683 -2.49 2.53 -1.42 -0.352
C 2.140873 2.113149 2.403531 -0.42 0.83 0.06 0.241
S 0.972392 3.171887 1.982770 2.82 -2.34 0.81 0.143
S 1.749128 0.386207 4.878958 3.04 -2.54 5.98 2.349
O 1.543801 -0.957734 5.488662 -0.69 2.93 -2.81 -0.869
O 2.612838 1.187734 5.795285 -2.83 -0.40 -3.40 -0.850
F 0.271307 1.085569 4.691617 1.95 -0.61 -0.29 -0.464
H -0.457169 -2.186620 0.887452 -1.81 1.13 1.24 0.231
H -0.729068 -2.688954 2.744222 2.11 -0.64 -0.78 0.214
H -0.054975 0.135938 2.378980 1.09 -0.44 -2.10 0.211
H 2.588286 -0.827990 1.541498 -0.74 0.40 0.89 0.256
H 2.290145 -1.885672 2.952092 -0.10 0.91 -0.37 0.246
C 1.085437 -5.337917 -3.157904 -0.13 0.33 -0.04 -0.638
C 2.216478 -5.349131 -2.149653 -0.32 -0.72 -0.22 -0.080
O 2.834640 -4.054500 -2.060213 0.23 0.63 0.31 -0.475
C 2.210159 -3.164024 -1.285749 -0.26 -1.43 -0.35 0.690
O 1.196788 -3.376556 -0.687380 0.06 0.58 0.18 -0.537
C 2.996258 -1.858459 -1.245444 0.68 1.21 -0.18 0.898
F 3.411777 -1.479371 -2.459634 -0.15 -0.27 -0.09 -0.304
F 4.089936 -1.966999 -0.476498 -0.13 -0.35 0.12 -0.308
F 2.274414 -0.847384 -0.753363 -0.29 -0.30 0.04 -0.307
H 1.438911 -4.977460 -4.125968 0.06 -0.13 0.03 0.216
H 0.672615 -6.339759 -3.282545 0.06 0.03 0.03 0.225
H 0.282292 -4.670553 -2.841289 0.01 -0.11 0.07 0.224
H 2.993900 -6.040556 -2.475330 0.16 0.29 0.03 0.199
H 1.877528 -5.683356 -1.167463 0.00 0.26 0.00 0.202
C -5.236314 2.206218 1.968829 0.12 -0.08 -0.31 -0.638
C -5.064729 1.073432 2.960593 -0.17 0.71 0.28 -0.080
O -5.017810 -0.193965 2.285731 0.27 -0.62 -0.21 -0.476
C -3.835503 -0.530741 1.761550 -0.45 1.08 0.76 0.692
O -2.849949 0.144006 1.817921 0.24 -0.38 -0.29 -0.538
C -3.914828 -1.913187 1.121237 -0.06 -1.27 -0.76 0.899
F -5.016465 -2.067077 0.374711 -0.10 0.36 0.10 -0.307
F -3.939456 -2.884525 2.045642 0.04 0.29 0.34 -0.309
F -2.873729 -2.161958 0.327194 -0.02 0.40 0.08 -0.301
H -6.113120 2.036068 1.340945 -0.04 0.03 0.14 0.216
H -5.353071 3.157701 2.489379 -0.01 -0.07 0.02 0.224
H -4.374993 2.280336 1.302952 0.02 0.03 0.12 0.223
H -5.924932 1.035536 3.629353 0.01 -0.29 -0.14 0.198
H -4.178199 1.212575 3.582015 0.06 -0.16 -0.19 0.201
C 2.721814 3.390701 -2.432548 -0.25 0.01 0.24 -0.639
C 2.291606 3.733328 -3.844139 0.75 -0.04 0.15 -0.079
O 0.884885 3.501273 -4.019335 -0.66 0.13 -0.15 -0.478
C 0.075300 4.471455 -3.581921 1.39 -0.15 -0.06 0.688
O 0.444889 5.484471 -3.067012 -0.53 0.12 0.05 -0.533
C -1.379285 4.117351 -3.872681 -1.40 -0.35 -0.12 0.898
F -1.664576 2.847249 -3.555786 0.33 -0.02 0.09 -0.308
F -1.669312 4.267959 -5.172952 0.38 0.11 -0.07 -0.308
F -2.232226 4.885256 -3.193171 0.41 0.17 0.11 -0.301
H 2.433325 2.367712 -2.181659 0.10 -0.01 -0.10 0.217
H 3.802847 3.489804 -2.324922 -0.04 -0.01 -0.06 0.224
H 2.241025 4.046304 -1.704603 0.08 0.06 -0.07 0.223
H 2.803233 3.082623 -4.553787 -0.32 -0.06 -0.05 0.197
H 2.549180 4.761318 -4.105350 -0.25 0.00 0.08 0.200
```
Positions in Å, forces in eV/Å.

The value obtained for the total energy is -3127.91092 a.u. The LUMO energy comes out at -1.071 eV. The frontier orbital gap comes out at 0.234 Eh. The molecular weight comes out at 622.456 g/mol.


Molecular formula: C18H17NPdS2
Method: DFT, ωB97M-V/def2-TZVPD

```
39
Properties=species:S:1:pos:R:3:forces:R:3:nbo_charge:R:1
Pd 0.577826 0.163257 -0.628948 0.58 -0.16 0.35 0.066
S -0.105851 -1.836015 -4.460566 -0.13 0.06 -0.09 0.271
C 0.539392 -3.188550 -3.628708 0.11 0.03 0.01 -0.508
C 0.795687 -2.878777 -2.320164 -0.01 0.09 0.14 -0.307
C 0.442470 -1.546927 -1.912411 -0.20 0.35 -0.16 -0.411
C -0.096771 -0.853175 -2.985658 -0.10 -0.13 0.00 -0.241
C 0.434521 1.524145 -2.473185 -0.05 -0.32 0.33 0.240
C 1.644168 1.757687 -3.203782 -0.25 -0.37 0.15 -0.258
C 2.502130 2.747885 -2.829014 0.25 0.19 -0.05 -0.209
C 2.199801 3.551256 -1.718460 -0.18 -0.04 0.12 -0.373
C 1.017699 3.276425 -1.051898 0.30 0.05 0.03 0.035
N 0.150920 2.321700 -1.389159 -0.41 0.27 -0.27 -0.522
H 0.681117 -4.136103 -4.132238 0.01 0.01 0.01 0.192
H 1.214465 -3.617975 -1.641256 -0.01 0.01 0.01 0.176
H 1.843391 1.122387 -4.057316 0.01 -0.02 0.00 0.212
H 3.411679 2.922247 -3.398301 -0.01 0.00 0.00 0.181
H 2.852417 4.348074 -1.383405 0.01 0.01 -0.01 0.184
H 0.756115 3.847728 -0.161967 -0.03 0.01 -0.02 0.162
C 2.795405 -1.308285 1.073264 0.12 -0.04 -0.01 -0.757
S 2.693641 0.492502 1.011499 -0.44 -0.21 0.06 0.219
C 4.480503 0.731488 1.047289 0.28 0.16 -0.08 -0.768
H 3.435891 -1.614616 1.909932 -0.01 -0.06 -0.03 0.167
H 3.179401 -1.684223 0.123588 0.03 -0.02 0.02 0.219
H 1.790405 -1.701106 1.186454 -0.06 0.06 0.01 0.253
H 4.907114 0.396277 0.098354 0.09 0.01 0.06 0.201
H 4.941470 0.177252 1.870682 0.03 0.03 0.00 0.182
H 4.691878 1.794845 1.169133 -0.02 -0.02 -0.03 0.209
C -0.573104 0.550577 -2.956866 0.16 0.10 -0.60 -0.370
C -1.872828 0.940049 -3.285547 -0.35 0.07 0.03 0.098
C -2.307074 2.316811 -3.340142 0.06 -0.10 0.00 -0.302
C -3.583855 2.679352 -3.708418 -0.02 -0.03 0.00 -0.217
C -4.568792 1.738809 -4.041952 0.16 -0.06 0.04 -0.411
C -4.190158 0.391282 -3.960043 -0.01 0.01 0.00 -0.200
C -2.920932 -0.002711 -3.593820 0.08 0.11 -0.01 -0.324
H -1.599848 3.095670 -3.081380 -0.01 -0.02 0.00 0.195
H -3.830228 3.739294 -3.736386 0.01 0.01 0.00 0.170
H -5.570204 2.037173 -4.329162 -0.01 0.00 0.00 0.170
H -4.925407 -0.380909 -4.181010 0.01 0.00 0.00 0.170
H -2.690178 -1.058465 -3.530913 -0.02 0.00 -0.01 0.206
```
Positions in Å, forces in eV/Å.

The energy above the lowest of the compared OMol25 structures with the same formula, charge and spin is 25.4 kcal/mol. The value obtained for the total energy is -1674.97331 a.u. The LUMO energy comes out at 4.739 eV. As for the charge: -2. The frontier orbital gap comes out at 0.120 Eh. The molecular weight comes out at 417.895 g/mol.


Molecular formula: C10H23Cl2HfO2P2
Method: DFT, ωB97M-V/def2-TZVPD

```
40
Properties=species:S:1:pos:R:3:forces:R:3:nbo_charge:R:1
C 0.219235 -0.036827 -5.499539 -1.04 -0.27 -0.40 -0.839
C 0.838878 0.223888 -4.258045 5.25 2.03 2.42 0.993
H 0.976133 -0.063421 -6.319849 -0.15 0.08 0.61 0.386
H -0.525028 0.763362 -5.664170 0.15 -0.09 -0.10 0.360
H -0.327456 -0.983942 -5.426491 0.02 -0.06 -0.17 0.349
O 1.643928 0.557789 -3.486034 -4.13 -1.83 -2.95 -0.278
Cl -1.489078 -0.380185 -2.592367 -0.52 0.10 -0.48 -0.417
Hf -0.694824 -0.115508 -0.413568 -2.86 0.42 1.50 1.741
P -0.432792 2.537007 -0.358043 0.90 3.12 -0.66 0.804
C 0.983550 3.412493 0.377737 0.31 -0.44 0.32 -0.922
C -0.191027 2.980699 -2.110121 0.16 -0.60 -0.50 -0.933
H -0.132510 4.059813 -2.267797 -0.21 -0.04 0.25 0.296
H -1.661559 4.720375 -0.183773 0.47 -0.31 -0.31 0.299
H -0.996035 2.547414 -2.709901 0.04 0.26 -0.07 0.246
H -2.713067 3.282967 -0.349928 -0.24 0.19 -0.08 0.261
H 1.910139 3.052463 -0.084565 -0.03 0.08 0.31 0.249
H 0.763789 2.576771 -2.450009 0.01 0.00 -0.04 0.228
C -1.794472 3.668746 0.084937 -0.80 -1.09 0.64 -0.903
H 0.913906 4.493730 0.195724 -0.20 -0.33 -0.06 0.292
H -1.915172 3.619121 1.163081 -0.12 0.07 0.24 0.270
H 0.985981 3.243924 1.460118 0.25 0.06 -0.14 0.274
P -0.159734 -2.619735 -0.092436 1.43 -2.82 0.56 0.796
C 1.300620 -3.178799 0.852186 0.02 0.55 -0.04 -0.909
C -1.485761 -3.651621 0.605398 -0.79 0.79 0.26 -0.912
H -0.535818 -2.931887 -2.449680 0.23 -0.42 0.00 0.246
H 0.070588 -4.442387 -1.676688 -0.06 0.08 0.04 0.293
H 1.198015 -3.114970 -1.996146 -0.15 -0.03 -0.14 0.252
C 0.164831 -3.355619 -1.721380 -0.02 0.47 -0.39 -0.930
H -2.417392 -3.429569 0.080599 -0.08 -0.29 0.03 0.262
H -1.247642 -4.719682 0.532865 0.18 0.29 -0.21 0.296
H 1.299657 -4.281107 0.845560 0.09 0.43 0.01 0.286
H 1.227858 -2.790625 1.880996 0.26 -0.31 -0.43 0.277
H -1.632154 -3.394478 1.658393 0.05 -0.04 -0.08 0.281
H 2.192584 -2.788040 0.331644 -0.15 -0.32 0.46 0.246
C 1.402934 0.134273 0.069886 8.05 0.19 2.51 0.394
O 2.502898 0.191608 0.449163 -5.42 -0.14 -1.93 -0.249
Cl -0.455497 -0.869023 2.828179 0.23 0.44 -0.79 0.063
C -1.483637 0.051964 1.673320 -1.14 -0.10 -0.31 -0.991
H -2.477553 -0.398487 1.759161 -0.13 0.07 0.08 0.272
H -1.601313 1.079603 2.044481 0.12 -0.20 0.02 0.271
```
Positions in Å, forces in eV/Å.

The value obtained for the total energy is -2195.34808 a.u. The LUMO energy (spin up / spin down) comes out at -12.341 / -12.341 eV. As for the charge: +3. The frontier orbital gap (spin up / spin down) comes out at 0.251 / 0.251 Eh. The molecular weight comes out at 486.636 g/mol.


Molecular formula: C44H42BeN5OP2STe
Method: DFT, ωB97M-V/def2-TZVPD

```
97
Properties=species:S:1:pos:R:3:forces:R:3:lowdin_charge:R:1
Be 0.861864 0.369991 0.159051 0.03 0.28 0.38 -0.176
Te -1.926326 -2.044432 -2.325548 -0.31 -0.20 -0.05 1.285
C -3.828381 -2.760507 -1.731486 -0.05 0.00 0.07 -0.553
C -4.965999 -1.981971 -1.897533 -0.02 -0.03 0.02 -0.136
C -6.172517 -2.443652 -1.388220 -0.04 0.03 -0.02 -0.154
N -6.310346 -3.600057 -0.745800 0.03 0.01 0.00 0.058
C -5.217752 -4.346218 -0.606397 0.00 -0.06 0.02 -0.152
C -3.964894 -3.977916 -1.077895 -0.04 0.03 0.01 -0.131
C -1.441113 -1.125905 -0.538510 0.97 0.38 -0.21 -0.951
P -1.250889 0.636846 -0.465375 -0.14 -0.25 0.21 0.882
C -2.444479 1.339969 0.726992 -0.20 0.02 -0.20 -0.395
C -3.578474 0.617822 1.091856 0.12 -0.07 0.07 -0.091
C -4.511519 1.166726 1.960273 0.01 0.02 0.03 -0.062
C -4.317153 2.443986 2.470339 -0.02 -0.03 -0.01 -0.077
C -3.193410 3.175310 2.105149 0.03 -0.01 0.03 -0.082
C -2.262590 2.625354 1.235631 -0.01 0.07 -0.05 -0.114
C -1.759382 1.433266 -2.014618 0.09 0.04 -0.05 -0.384
C -0.830286 1.518903 -3.049562 0.05 -0.05 -0.01 -0.126
C -1.194515 2.024770 -4.286157 -0.06 -0.01 -0.02 -0.074
C -2.499330 2.449342 -4.501607 0.03 0.00 0.02 -0.072
C -3.430212 2.369277 -3.476471 0.01 0.01 -0.01 -0.067
C -3.062964 1.865176 -2.236978 -0.03 0.05 0.03 -0.079
P 0.020680 -1.633569 0.359818 -0.59 0.28 0.18 0.884
C -0.447151 -2.010481 2.085652 0.07 -0.30 -0.06 -0.371
C -1.761001 -2.305544 2.430289 0.00 0.14 -0.01 -0.094
C -2.080158 -2.654973 3.736707 0.00 0.01 0.01 -0.073
C -1.083682 -2.721328 4.700790 -0.01 0.01 0.01 -0.092
C 0.233608 -2.430804 4.361062 -0.03 0.06 0.01 -0.084
C 0.547588 -2.071031 3.059660 0.05 -0.07 -0.01 -0.109
C 0.635797 -3.221420 -0.235583 0.19 0.07 -0.13 -0.388
C 0.071335 -4.427326 0.165632 0.00 -0.06 0.00 -0.083
C 0.492738 -5.615019 -0.413461 0.00 0.02 0.03 -0.067
C 1.481828 -5.604771 -1.386875 0.04 0.01 -0.02 -0.071
C 2.059851 -4.405192 -1.779806 -0.06 -0.04 0.03 -0.075
C 1.635924 -3.217900 -1.204338 0.04 0.02 -0.04 -0.104
H -4.920128 -1.027744 -2.406765 0.01 0.01 -0.01 0.085
H -7.073894 -1.851111 -1.502535 -0.01 0.01 0.00 0.104
H -5.348525 -5.290734 -0.089429 0.00 -0.01 0.01 0.104
H -3.113498 -4.628814 -0.925993 0.02 -0.01 -0.01 0.085
H -3.708258 -0.381631 0.690417 -0.04 0.00 -0.02 0.091
H -5.392626 0.601080 2.232330 -0.02 -0.01 0.01 0.110
H -5.045350 2.872389 3.146432 -0.01 0.01 0.01 0.107
H -3.045023 4.173048 2.497550 0.00 0.02 -0.01 0.107
H -1.389237 3.202230 0.946986 0.02 -0.02 0.01 0.108
H 0.182312 1.163452 -2.893505 0.00 -0.02 0.01 0.093
H -0.468379 2.074147 -5.086936 0.01 0.01 -0.01 0.106
H -2.790814 2.838791 -5.467689 0.00 0.01 -0.02 0.107
H -4.447375 2.698469 -3.641632 -0.02 0.00 0.00 0.108
H -3.799078 1.809679 -1.444429 0.01 -0.01 0.00 0.105
H -2.525740 -2.250874 1.663158 -0.02 -0.03 0.00 0.090
H -3.103984 -2.889678 3.997327 -0.02 -0.01 0.01 0.108
H -1.331550 -3.008494 5.714827 0.00 0.00 0.01 0.106
H 1.014886 -2.495299 5.107994 0.00 -0.01 0.01 0.106
H 1.576710 -1.853902 2.792672 0.01 0.02 -0.01 0.106
H -0.697467 -4.444683 0.928461 -0.01 0.03 -0.01 0.107
H 0.048184 -6.550718 -0.101980 0.00 -0.02 0.00 0.108
H 1.805986 -6.534084 -1.836176 0.00 -0.01 0.00 0.107
H 2.832595 -4.396327 -2.536827 0.02 -0.01 -0.01 0.102
H 2.081127 -2.277065 -1.511683 -0.02 0.01 0.02 0.088
S 1.728212 1.364327 1.929747 -0.02 -0.04 -0.10 0.794
C 0.751764 1.292444 3.323811 -0.06 -0.12 -0.07 -0.779
N -0.539514 1.015246 3.397007 0.05 0.09 -0.11 0.069
C -1.064152 1.098315 4.755099 -0.02 -0.05 0.05 -0.094
C 0.205177 1.400541 5.583900 0.00 -0.02 0.04 -0.103
N 1.228423 1.530525 4.548834 0.01 0.04 -0.05 0.034
H -1.117170 0.911071 2.576607 -0.04 -0.04 0.03 0.097
H -1.523203 0.153706 5.039939 -0.02 -0.01 0.00 0.109
H -1.809723 1.890627 4.826674 0.03 0.01 0.00 0.119
H 0.447805 0.585150 6.265082 -0.01 0.00 -0.01 0.118
H 0.115042 2.321534 6.158005 -0.01 -0.01 0.00 0.119
H 2.207301 1.680887 4.714175 0.00 0.00 0.02 0.141
C 5.057171 3.620922 -2.912679 -0.03 0.01 0.04 0.029
N 3.927784 3.247695 -2.069433 -0.03 -0.06 -0.10 -0.041
N 3.685862 1.934171 -1.746053 -0.04 -0.05 -0.03 0.074
C 2.402699 1.818659 -1.313312 0.02 -0.10 0.08 -0.370
O 1.969509 0.685675 -0.908616 0.03 -0.10 -0.07 -0.120
C 1.811774 3.090849 -1.404493 0.09 -0.03 0.00 0.069
C 2.780885 3.934609 -1.897005 -0.04 0.10 0.05 -0.232
C 2.684268 5.377259 -2.248368 -0.01 -0.04 0.00 0.005
C 4.718688 0.954921 -1.637485 -0.05 0.08 -0.04 -0.191
C 4.507932 -0.299158 -2.189220 0.06 -0.01 -0.01 -0.003
C 5.503698 -1.255788 -2.073009 0.00 -0.01 0.01 -0.054
C 6.696784 -0.951672 -1.431841 -0.01 0.02 -0.02 -0.064
C 6.890656 0.307895 -0.883255 0.00 0.01 0.01 -0.059
C 5.894377 1.267695 -0.973262 0.01 -0.06 0.07 -0.015
H 5.433806 2.731867 -3.410874 0.01 0.01 -0.01 0.104
H 5.854693 4.067715 -2.322488 0.02 0.00 -0.01 0.099
H 4.714683 4.328222 -3.663992 0.02 0.00 0.01 0.096
H 0.798700 3.339052 -1.145618 -0.03 0.01 0.01 0.120
H 1.766417 5.789041 -1.837606 0.00 0.01 0.00 0.093
H 2.659335 5.515478 -3.330797 0.01 -0.01 -0.01 0.096
H 3.529872 5.938161 -1.851986 0.00 0.01 0.00 0.096
H 3.577364 -0.519882 -2.692193 -0.01 0.02 -0.03 0.119
H 5.347765 -2.240644 -2.491519 0.01 -0.01 -0.01 0.110
H 7.476765 -1.696836 -1.360959 0.00 -0.02 0.02 0.111
H 7.812617 0.541676 -0.369062 0.01 0.00 0.00 0.112
H 6.018369 2.239198 -0.513011 0.01 0.02 -0.01 0.121
```
Positions in Å, forces in eV/Å.

The energy above the lowest of the compared OMol25 structures with the same formula, charge and spin is 0.0 kcal/mol. The value obtained for the total energy is -3414.47421 a.u. The LUMO energy comes out at -1.834 eV. As for the charge: +1. The frontier orbital gap comes out at 0.274 Eh. The molecular weight comes out at 887.481 g/mol.